Here is 9 unconnected molecules or ions with the total composition C7H33N3O10 from the Open Molecules 2025 dataset. Energies are from the ωB97M-V functional and the def2-TZVPD basis.

The geometry in XYZ format:
```
53
Properties=species:S:1:pos:R:3:forces:R:3:lowdin_charge:R:1
C -2.29057 -1.96374 3.50655 -0.626 0.955 -0.003 -0.0948
O -1.02539 -1.34722 3.55856 2.752 -0.237 -1.286 -0.1778
C -0.26439 -1.74305 2.35473 -2.331 -1.152 0.602 -0.2089
C 1.05245 -1.09957 2.10431 -1.879 -0.252 0.756 -0.0778
N 0.82647 0.35740 1.81328 2.061 -2.723 1.769 0.2155
C 1.99096 1.11413 1.66338 0.830 0.425 -1.228 -0.1567
C 1.72572 2.55658 1.62972 -1.594 2.148 0.268 -0.2037
O 1.13969 2.88284 2.88165 -0.624 -0.266 0.269 -0.2055
C 0.57728 4.21996 3.12221 1.588 -0.861 0.157 -0.0227
H -2.77974 -1.95071 4.48054 0.425 -0.005 0.134 0.0994
H -2.24467 -2.99091 3.14474 -0.119 0.082 -0.208 0.0985
H -2.84224 -1.25416 2.88992 -0.855 -0.769 -0.465 0.0855
H -0.86426 -1.69730 1.44579 -0.486 0.888 -0.195 0.1086
H -0.18140 -2.82969 2.33412 0.689 -0.241 0.623 0.1367
H 1.52333 -1.79794 1.41246 0.400 1.065 -0.865 0.1372
H 1.63207 -1.21897 3.01966 0.411 0.799 0.260 0.1660
H 0.20699 0.77475 2.49311 -1.243 0.405 0.051 0.1680
H 2.54888 0.78025 0.78854 0.328 -0.314 0.052 0.1524
H 2.58334 0.97970 2.56843 0.387 -0.562 0.333 0.1827
H 0.94278 2.78312 0.90598 0.291 0.118 -0.739 0.1287
H 2.63875 3.10973 1.40950 0.039 0.101 0.007 0.1471
H 1.48234 4.80520 3.28485 -0.394 0.622 0.109 0.0933
H 0.01181 4.12383 4.04908 0.058 0.055 -0.209 0.0961
H -0.02898 4.66071 2.33082 0.003 -0.458 -0.243 0.0904
C -0.27741 -3.25278 -1.89288 -1.022 2.041 -0.536 -0.8262
O 0.13668 -2.68568 -0.94130 0.941 1.986 5.786 0.0474
N -1.45529 -3.12966 -2.43193 -4.962 0.259 -0.278 0.1876
N 0.50802 -3.73636 -2.75007 4.333 -3.578 -4.127 0.1844
H -1.71901 -3.78619 -3.15271 -0.316 0.259 0.298 0.1242
H -2.19447 -2.62451 -1.96443 0.111 -0.150 -0.096 0.1241
H 1.46978 -3.88549 -2.48011 -0.099 0.072 -0.656 0.1379
H 0.13458 -3.67400 -3.68643 1.260 -0.611 -0.126 0.1305
O -3.16925 0.33594 -3.00589 -0.019 -0.580 -0.359 -0.0457
H -3.37756 0.23590 -2.07700 -0.276 0.111 0.361 0.0010
H -2.35231 0.83467 -3.01627 0.077 0.313 -0.121 -0.0225
O -1.65423 2.54490 -2.01405 0.357 0.400 -0.110 -0.0306
H -1.53189 3.48695 -1.89653 -0.271 0.420 -0.019 0.0738
H -1.24561 2.15178 -1.24287 -0.009 -0.196 0.445 0.0111
O 2.71264 0.37541 -2.91584 0.478 -0.095 0.338 -0.0409
H 1.87264 0.78787 -3.11711 -0.728 0.173 -0.313 -0.0101
H 3.19849 0.40577 -3.74001 0.264 -0.085 -0.156 0.0640
O -2.83955 0.57188 0.01197 -0.796 0.345 0.298 -0.0451
H -2.64012 0.15863 0.85201 -0.129 -0.189 0.183 0.0174
H -2.01832 0.52839 -0.47785 0.320 -0.353 -0.027 -0.0513
O -0.44775 0.19855 -0.96775 0.527 0.558 0.170 -0.0291
H -0.21490 -0.06215 -1.85885 -0.035 -0.284 -0.652 0.0558
H 0.31157 -0.04765 -0.43951 0.108 -0.366 0.005 0.0336
O 0.11194 1.26885 -3.59536 0.709 -0.585 -0.086 -0.0396
H -0.01795 1.93627 -2.92162 -0.576 0.444 0.214 0.0179
H 0.05717 1.74843 -4.42194 -0.107 0.018 -0.384 0.0797
O 3.08822 -1.41585 -0.83001 0.147 -0.050 1.019 -0.0541
H 2.99844 -0.82562 -1.57821 0.025 0.439 -0.733 -0.0253
H 2.19405 -1.69921 -0.63922 -0.426 -0.537 -0.286 -0.0282
```
Forces are in eV/Å.

Output
HOMO-LUMO gap (spin up / spin down): 10.158 / 4.915 eV
M: 319.35 Da
Spin multiplicity: 2
Net charge: +1